The following is a DFT calculation (ωB97M-V/def2-TZVPD) of a molecular structure, C4H7ClO.

As for the frontier orbital gap: 10.02 eV. The HOMO energy is -9.19 eV. The LUMO energy is 0.83 eV. Its energy above the lowest of the compared OMol25 structures with the same formula, charge and spin is 71.41 kcal/mol. For the electronic energy, the calculation gives -691.93212 Eh.

XYZ file:
```
13
C4H7ClO (ωB97M-V/def2-TZVPD)
C 1.4674 0.8438 1.3444
C 0.4658 1.1308 0.5618
C -1.5941 -0.4354 -1.0192
C -0.1516 -0.4367 -0.6000
O 0.1684 -1.4985 0.1465
Cl 0.9556 -0.2520 -2.0174
H 1.8113 1.6194 2.1681
H 1.9878 -0.1359 1.4217
H -0.2203 1.9210 0.5510
H -1.6691 -0.3479 -2.1048
H -2.0140 -1.3520 -0.6669
H -2.1151 0.4960 -0.5480
H 0.9079 -1.5526 0.7629
```

Here are the natural (NBO) charges for atoms 1 to 5, given in e: atom 1 (C): -0.46, atom 2 (C): -0.16, atom 3 (C): -0.68, atom 4 (C): 0.33, atom 5 (O): -0.73